{"formula": "C29H48BrNOP2Pb", "method": "wB97M-V/def2-TZVPD", "total_charge": 4, "homo_energy_ev": [-18.2, -18.2], "largest_force_ha_per_bohr": 0.0692, "e_tot_ha": -4711.6509, "e_above_lowest_kcal_mol": 60.7, "orbital_gap_ev": [4.7263, 4.0188], "elements": ["N", "C", "C", "C", "C", "C", "C", "Pb", "P", "C", "C", "C", "C", "C", "C", "C", "Br", "H", "H", "H", "H", "H", "H", "H", "H", "H", "H", "P", "C", "C", "H", "H", "H", "H", "H", "C", "C", "H", "H", "H", "H", "H", "C", "C", "H", "H", "H", "H", "H", "C", "C", "H", "H", "H", "H", "H", "C", "C", "H", "H", "H", "H", "H", "C", "C", "H", "H", "H", "H", "H", "C", "C", "C", "O", "C", "H", "H", "H", "H", "H", "H", "H", "H"], "positions_angstrom": [[-5.24918, 5.61335, -5.26856], [-4.89072, 5.98268, -4.04588], [-3.82765, 5.35766, -3.39435], [-3.18817, 4.25932, -4.00191], [-3.54219, 3.94200, -5.33518], [-4.60874, 4.65463, -5.92524], [-2.19966, 3.49410, -3.21082], [0.03584, 3.50392, -3.71855], [4.21672, 0.65839, -1.44835], [-1.75925, 2.20319, -3.70350], [-1.07973, 1.28437, -2.77869], [-0.09534, 0.40545, -3.32115], [0.08788, -0.84684, -2.81760], [-0.48450, -1.25150, -1.52777], [-1.61858, -0.38799, -1.10116], [-1.75107, 0.88025, -1.57372], [0.83047, -0.90850, -0.02038], [-2.11185, 3.71961, -2.12425], [-2.18398, 1.77972, -4.62787], [-3.52202, 5.73047, -2.42246], [-2.99767, 3.19440, -5.92246], [-5.45839, 6.76071, -3.53118], [-4.97268, 4.42073, -6.93456], [0.41513, 0.71834, -4.24779], [-2.41870, 1.59589, -1.06513], [0.69329, -1.57880, -3.35026], [-2.28397, -0.82315, -0.37129], [-1.10523, -2.98463, -1.62839], [3.19754, 2.13522, -1.08223], [4.08636, 3.38175, -0.95826], [2.59951, 1.96833, -0.17394], [2.53940, 2.21903, -1.96470], [3.48133, 4.24287, -0.64858], [4.89563, 3.24567, -0.22729], [4.54683, 3.60663, -1.92917], [3.34186, -0.22315, -2.78069], [4.15407, -1.37865, -3.37570], [3.12346, 0.52742, -3.55811], [2.40982, -0.57155, -2.30741], [3.67981, -1.68491, -4.31807], [5.18619, -1.06948, -3.59616], [4.18754, -2.25150, -2.70920], [4.02823, -0.65013, -0.12646], [5.23873, -0.93726, 0.75255], [3.66629, -1.58310, -0.58907], [3.20129, -0.26999, 0.48687], [4.96437, -1.66516, 1.52268], [6.08834, -1.35772, 0.20515], [5.55421, -0.02486, 1.26067], [-1.04345, -3.36249, 0.15481], [-1.23524, -4.84894, 0.40726], [-1.78606, -2.74197, 0.68459], [-0.07190, -3.03301, 0.57779], [-2.30669, -5.06768, 0.51289], [-0.81107, -5.44301, -0.41830], [-0.70942, -5.13140, 1.33115], [-0.06434, -3.95168, -2.75050], [-0.29211, -3.75163, -4.26337], [-0.30371, -4.99860, -2.48408], [0.99282, -3.77097, -2.47543], [-1.26756, -4.16152, -4.55516], [-0.27223, -2.70002, -4.57655], [0.49518, -4.30636, -4.79517], [-2.74925, -2.84895, -2.43797], [-3.94796, -3.15486, -1.53746], [-2.77587, -3.50528, -3.33314], [-2.81079, -1.79774, -2.79295], [-4.86220, -3.03204, -2.13688], [-3.92552, -4.18784, -1.15787], [-4.01692, -2.48090, -0.67261], [0.12012, 1.60433, 3.52996], [-1.06780, 0.75508, 4.07263], [-2.05645, 0.85038, 2.89806], [-1.31775, 1.00443, 1.66262], [-0.15582, 1.79192, 2.02150], [0.14076, 2.57984, 4.02741], [1.06782, 1.08649, 3.67122], [-1.51008, 1.14349, 4.99683], [-0.78662, -0.29646, 4.23966], [-2.71468, -0.02621, 2.81880], [-2.65875, 1.76875, 3.05247], [-0.35350, 2.86897, 1.79964], [0.65522, 1.45724, 1.35151]], "forces_ev_per_a": [[2.8, -1.4, 1.4], [-1.0, 0.9, 0.5], [-0.1, -0.4, -0.8], [-0.3, 0.5, 0.1], [-0.5, 0.8, 0.5], [-0.6, -0.5, -1.2], [-1.2, -0.4, -0.7], [2.8, 2.2, -0.3], [-1.9, -1.8, 0.7], [-1.2, -1.3, 2.2], [-1.5, -0.2, -1.4], [0.1, -1.9, -0.9], [0.9, 1.3, -0.5], [-0.8, 0.4, -0.4], [0.4, 1.3, -0.2], [-0.3, 0.2, 1.5], [-0.3, -0.2, -0.9], [-0.2, -0.1, -0.7], [1.0, 0.4, 0.1], [-0.3, 0.0, 0.0], [-0.6, 0.4, 0.1], [0.0, 0.0, -0.3], [0.2, 0.1, 0.3], [-0.3, -0.5, 0.3], [0.0, -0.7, -0.5], [0.2, 0.5, 0.2], [-0.1, 0.5, 0.4], [0.1, 0.4, 0.4], [0.5, 0.3, -0.1], [0.0, 0.3, -0.1], [0.2, -0.2, -0.2], [0.1, 0.0, 0.3], [0.2, -0.2, -0.1], [-0.3, 0.1, -0.1], [0.0, 0.1, 0.3], [0.8, 0.6, -0.8], [0.0, -0.2, -0.2], [-0.1, -0.3, 0.1], [0.3, 0.3, 0.0], [0.3, 0.0, 0.2], [-0.3, -0.2, 0.0], [0.0, 0.3, -0.2], [0.7, 0.0, 0.3], [0.2, 0.0, 0.3], [0.3, 0.5, -0.2], [0.3, 0.2, 0.0], [0.0, 0.1, -0.1], [-0.2, 0.2, 0.0], [0.1, -0.1, 0.0], [0.1, -0.5, 0.1], [-0.3, -0.5, 0.2], [0.1, -0.2, -0.3], [-0.6, -0.4, -0.7], [0.4, -0.3, 0.0], [-0.2, 0.0, 0.5], [-0.3, 0.0, -0.3], [0.5, -0.4, 0.5], [-0.3, -0.1, 0.0], [0.3, 0.3, -0.1], [-0.4, -0.2, 0.0], [0.4, 0.0, -0.1], [0.0, -0.4, 0.0], [-0.3, 0.2, 0.1], [-0.1, 0.2, -0.1], [-0.3, -0.2, 0.2], [0.2, 0.4, 0.6], [0.1, -0.6, 0.0], [0.3, -0.1, 0.3], [0.0, 0.3, -0.2], [0.0, -0.1, -0.2], [-0.2, -0.2, 0.1], [0.2, -0.3, -1.0], [-0.7, 0.5, 0.4], [0.6, 0.0, 0.9], [-0.5, 0.4, -0.4], [0.2, -0.3, -0.1], [0.0, 0.2, 0.2], [0.2, -0.1, -0.3], [0.0, 0.4, 0.0], [0.2, 0.3, -0.1], [0.0, -0.5, -0.2], [0.0, -0.6, 0.1], [-0.1, 0.2, 0.4]]}


{"formula": "C2H8NS", "method": "wB97M-V/def2-TZVPD", "total_charge": -1, "homo_energy_ev": -2.5, "largest_force_ha_per_bohr": 0.0151, "e_tot_ha": -533.9473, "e_above_lowest_kcal_mol": 14.9, "orbital_gap_ev": 6.3074, "elements": ["S", "H", "C", "N", "C", "H", "H", "H", "H", "H", "H", "H"], "positions_angstrom": [[-3.46845, -0.26562, 0.17507], [-3.29062, -0.36501, 1.50346], [0.06658, -0.65977, 0.60498], [0.18711, 0.47968, -0.27114], [1.49948, 0.74036, -0.81723], [-0.82281, -1.24994, 0.37014], [-0.06016, -0.36450, 1.64653], [0.91518, -1.33980, 0.49538], [-0.56887, 0.53498, -0.93847], [1.85218, -0.03774, -1.51155], [1.50605, 1.72418, -1.28900], [2.18433, 0.80318, 0.03184]], "forces_ev_per_a": [[-0.1, 0.0, -0.1], [0.0, 0.0, 0.0], [-0.3, -0.5, -0.2], [0.0, 0.5, -0.1], [-0.5, 0.0, 0.6], [-0.1, 0.3, -0.1], [0.3, 0.0, 0.2], [0.3, 0.0, 0.1], [0.0, -0.1, 0.1], [0.2, 0.1, -0.1], [0.1, -0.1, -0.2], [0.3, -0.1, -0.1]]}


{"formula": "C19H28BrO2Pd", "method": "wB97M-V/def2-TZVPD", "multiplicity": 3, "total_charge": -1, "homo_energy_ev": [-3.2, -2.8], "largest_force_ha_per_bohr": 0.1483, "s2": 2.023, "e_tot_ha": -3592.9350, "orbital_gap_ev": [6.0484, 4.5631], "elements": ["O", "C", "C", "H", "H", "C", "H", "H", "C", "H", "H", "H", "C", "H", "H", "H", "Pd", "C", "C", "C", "H", "C", "C", "H", "H", "H", "H", "C", "C", "C", "H", "C", "C", "H", "H", "H", "H", "O", "C", "C", "H", "H", "C", "H", "H", "C", "H", "H", "H", "H", "Br"], "positions_angstrom": [[3.17732, 4.48694, -1.24351], [4.69471, 4.57060, -1.16554], [4.83629, 5.49791, -2.35728], [5.29986, 3.66957, -1.45675], [4.98970, 5.00987, -0.17917], [3.28817, 5.61874, -2.21221], [5.14194, 4.96296, -3.26817], [5.36776, 6.43647, -2.18659], [2.57889, 5.50609, -3.56888], [2.75543, 4.52412, -4.04286], [2.96374, 6.31517, -4.22481], [1.49944, 5.68996, -3.44715], [2.88654, 6.88187, -1.44896], [3.39571, 6.89402, -0.47657], [1.83136, 6.76723, -1.19476], [3.06364, 7.78813, -2.04656], [0.93371, 2.28258, 0.52870], [-0.29401, 1.29218, 1.91403], [0.85960, 0.53885, 1.66869], [1.99522, 1.35136, 1.98900], [0.85341, -0.51536, 1.37709], [1.49623, 2.60579, 2.47177], [0.07498, 2.57871, 2.37584], [-0.63957, 3.31164, 2.78134], [-1.31186, 0.90337, 1.81964], [3.03238, 1.02876, 1.91061], [2.08472, 3.44306, 2.89931], [-2.32606, 0.32141, -0.97916], [-2.27808, 1.73431, -0.77516], [-1.51809, 2.32701, -1.84010], [-2.75717, 2.27970, 0.05391], [-1.10229, 1.26638, -2.69613], [-1.58819, 0.02684, -2.16505], [-1.38976, -0.96433, -2.58381], [-2.81671, -0.41081, -0.33989], [-1.33439, 3.38632, -1.98398], [-0.51297, 1.37929, -3.61695], [4.10744, 2.49625, -3.49639], [3.38558, 2.00880, -2.37938], [4.40274, 1.51459, -1.33245], [2.81306, 1.16445, -2.78363], [2.67347, 2.77466, -2.09221], [5.44093, 0.82729, -2.27520], [3.92052, 0.73726, -0.74183], [4.78988, 2.30902, -0.62187], [5.03884, 1.36244, -3.71295], [5.45729, -0.28137, -2.17690], [6.48561, 1.13133, -2.03031], [4.37776, 0.63127, -4.24169], [5.91223, 1.61033, -4.34912], [1.53788, -0.08010, -1.21111]], "forces_ev_per_a": [[2.7, 1.4, -1.0], [0.5, -0.4, 0.1], [-1.4, 0.4, 0.5], [-1.2, 0.7, 1.0], [-0.2, -0.6, -0.7], [0.4, 0.7, -0.6], [-0.1, 0.3, 0.4], [0.1, -0.1, -0.2], [-0.4, -0.1, 0.4], [0.0, 0.5, 0.3], [-0.1, -0.5, 0.4], [0.2, -0.3, -0.1], [-0.2, -0.6, 0.0], [0.2, 0.3, -0.4], [-0.1, 0.3, -0.2], [-0.1, -0.2, 0.3], [-0.1, 1.7, -7.4], [-2.6, -1.1, 1.4], [0.3, -1.8, 1.3], [1.4, -0.9, 2.1], [0.2, 0.8, -0.1], [1.8, 0.8, 1.8], [-1.6, 0.5, 1.8], [0.6, -0.3, -0.4], [0.5, 0.3, 0.0], [-0.3, 0.2, 0.2], [-0.4, -0.8, -0.5], [0.4, 0.4, -0.7], [-0.1, -1.0, 0.4], [0.8, -1.5, -1.5], [0.3, -0.3, -0.6], [-0.3, 2.0, 0.4], [-0.7, 0.3, 1.2], [-0.1, 0.5, 0.2], [0.2, 0.3, -0.1], [0.0, -0.2, 0.0], [-0.3, -0.1, 0.6], [2.7, -0.5, -0.3], [-0.9, -0.3, -0.3], [-0.2, -0.4, 0.0], [0.2, 0.1, 0.6], [0.2, -0.3, 0.2], [0.8, 0.8, -0.2], [0.0, 0.2, 0.1], [-0.4, -1.4, -1.1], [-1.1, -0.2, 0.2], [-0.4, 0.7, -0.3], [-0.6, 0.0, -0.2], [0.9, 0.1, 0.3], [-0.7, 0.3, 0.3], [-0.7, -0.4, 0.1]]}


{"formula": "C5H8O", "method": "wB97M-V/def2-TZVPD", "total_charge": 0, "homo_energy_ev": -8.5, "largest_force_ha_per_bohr": 0.0144, "smiles": "O/C=C/C1CC1", "e_tot_ha": -270.4767, "e_above_lowest_kcal_mol": 51.0, "orbital_gap_ev": 9.4316, "elements": ["O", "C", "C", "C", "C", "C", "H", "H", "H", "H", "H", "H", "H", "H"], "positions_angstrom": [[2.33464, -1.40216, 0.92048], [1.44058, -0.74630, 0.14260], [1.00766, 0.51060, 0.28566], [-0.25736, 0.84134, -0.42046], [-1.12088, -0.38907, -0.75006], [-1.65051, 0.67501, 0.14413], [2.33451, -0.94923, 1.77201], [1.05970, -1.37443, -0.65658], [1.59251, 1.24756, 0.83991], [-0.20943, 1.71622, -1.07810], [-1.47335, -0.56889, -1.75794], [-0.91333, -1.32432, -0.22462], [-2.39607, 1.32098, -0.30473], [-1.79923, 0.44400, 1.19399]], "forces_ev_per_a": [[0.4, 0.2, 0.2], [-0.1, 0.1, -0.1], [0.0, -0.3, 0.0], [0.0, -0.2, -0.2], [-0.1, 0.1, -0.3], [-0.2, 0.2, 0.2], [0.3, -0.1, 0.0], [0.1, -0.1, 0.3], [-0.4, -0.2, 0.3], [0.0, -0.7, -0.3], [-0.3, 0.3, 0.1], [0.2, 0.5, -0.3], [0.1, 0.2, 0.3], [0.0, 0.0, -0.1]]}